Here is C9H18Cl2N2O2PRe as an isolated structure at a distorted geometry from the Open Molecules 2025 dataset. Energies are from the ωB97M-V functional and the def2-TZVPD basis.

The geometry in XYZ format:
```
35
Properties=species:S:1:pos:R:3:forces:R:3:nbo_charge:R:1
C 0.974730 -3.987067 -1.598144 -0.66 -0.14 -0.69 -0.72
C 1.031670 -2.901370 -0.593688 0.70 -0.01 -0.89 0.49
H -0.077546 -4.280712 -1.803347 0.83 -0.17 0.20 0.31
H 1.695283 -4.773336 -1.371809 -0.30 -0.33 0.53 0.34
H 1.418922 -3.570535 -2.520751 -0.25 0.34 0.11 0.33
O 0.039635 -2.237458 -0.317502 0.12 -0.12 0.41 -0.05
Cl 2.517321 -2.360361 0.008692 -0.30 -0.05 0.23 0.30
Re -0.568176 1.595535 0.103152 0.56 3.29 2.19 0.84
P -0.221358 1.221040 -2.080540 0.77 0.43 -5.86 1.05
C -1.624775 1.616200 -3.240400 -0.25 0.15 1.01 -0.92
C 1.151273 2.305621 -2.701145 -0.14 0.21 0.77 -0.91
H 1.290868 -0.620096 -2.598007 0.04 0.12 -0.14 0.23
H 0.457812 -0.058734 -4.076252 -0.21 0.24 0.76 0.30
H -0.385849 -1.084198 -2.872789 -0.05 0.11 -0.18 0.24
C 0.332517 -0.266867 -2.993885 0.16 -1.28 0.85 -0.92
H 2.070216 1.978794 -2.193084 -0.10 0.20 -0.22 0.25
H 1.268270 2.212366 -3.791523 -0.18 -0.08 0.41 0.28
H -1.270824 1.706471 -4.280199 0.06 -0.06 0.52 0.29
H -2.099271 2.555032 -2.926457 0.02 -0.16 -0.25 0.27
H 0.943173 3.343759 -2.416101 0.19 -0.26 -0.30 0.27
H -2.368524 0.807165 -3.166907 0.16 0.27 -0.12 0.26
C -2.442176 1.311421 -0.220272 -5.94 0.19 -0.36 0.52
O -3.615236 1.287602 -0.339560 5.45 -0.07 0.38 -0.29
Cl 0.195336 3.763728 0.063198 -0.85 -1.88 -0.07 -0.15
C -1.079682 0.678241 4.893906 -0.95 0.54 0.16 -0.41
N -0.005990 0.119669 4.065089 0.83 -0.54 -2.02 -0.37
C 1.037500 -0.707362 4.688019 0.86 -0.48 -0.20 -0.41
C -0.062255 0.198366 2.776189 -1.97 0.99 0.98 0.76
N -0.465769 0.439369 1.675093 1.37 -1.43 1.21 -0.66
H -0.830012 0.448743 5.924846 -0.09 0.02 -0.02 0.26
H -2.037636 0.232262 4.623506 0.08 -0.09 0.11 0.24
H -1.154095 1.759360 4.771182 0.18 -0.05 -0.01 0.25
H 0.977766 -1.727940 4.299318 -0.11 0.08 0.29 0.23
H 2.028446 -0.313796 4.450946 -0.13 0.10 0.18 0.24
H 0.878423 -0.690915 5.759230 0.07 -0.09 0.01 0.27
```
Positions in Å, forces in eV/Å.

Calculated values
Total charge: +3
Kohn-Sham gap (spin up / spin down) (eV): 7.33 / 3.99
E (eV): -53130.8247
Multiplicity: 4
Expectation value of S²: 3.776
Largest force on an atom (eV/Å): 6.0
LUMO (spin up / spin down) (hartree): -0.4269 / -0.5719

Here is C9H18Cl2N2OPd as an isolated structure at a distorted geometry from the Open Molecules 2025 dataset. Energies are from the ωB97M-V functional and the def2-TZVPD basis.

The geometry in XYZ format:
```
33
Properties=species:S:1:pos:R:3:forces:R:3:nbo_charge:R:1
Pd 1.710003 -1.918689 1.377109 -1.39 -0.42 1.00 0.98
Cl -0.072811 -0.582133 2.223309 0.60 0.02 0.09 -0.57
Cl 1.991769 -3.534641 2.898552 0.25 -0.09 -0.23 -0.49
C -1.007399 2.117695 0.188534 3.28 -2.43 2.84 -0.43
H -0.306535 2.625217 0.860464 0.52 0.50 -1.30 0.20
H -0.754769 1.034353 0.094786 -1.56 0.08 2.02 0.21
C -0.774275 -2.317309 -1.336501 2.57 4.44 -1.77 -0.09
C -1.843301 2.528202 -0.701937 -3.18 -0.93 -4.68 -0.21
H 0.089020 -1.533895 -1.525822 -0.68 -2.40 -0.52 0.14
C -3.087541 1.613836 -1.076102 1.03 -0.43 0.15 -0.45
H -1.409662 2.765557 -1.703590 -0.69 2.88 0.88 0.23
C -3.371536 0.418738 -0.129342 -0.24 -0.40 -1.13 -0.41
H -4.035055 2.198208 -1.198662 1.10 0.08 0.23 0.22
H -2.866177 1.240028 -2.078174 -0.18 -0.13 -0.22 0.20
C -3.138585 -1.065597 -0.687833 -0.94 0.34 1.36 -0.40
H -2.846156 0.560126 0.819552 -0.03 -0.23 -0.07 0.22
H -4.454825 0.472776 0.081249 0.48 -0.23 0.12 0.21
C -1.781800 -1.742095 -0.504141 0.27 -1.70 1.64 -0.63
H -3.716887 -1.616430 0.080048 -0.24 0.07 -0.77 0.22
H -3.597972 -1.236684 -1.666345 0.08 0.19 0.10 0.21
H -1.241041 -1.196992 0.320356 -0.48 -0.71 -0.53 0.26
H -1.875572 -2.838708 -0.176295 -1.32 0.91 1.31 0.25
C 4.567639 -0.893150 1.101785 0.09 -0.15 0.04 -0.40
N 3.942118 0.299280 0.564571 -0.41 0.44 -0.37 -0.60
C 2.757812 0.319729 -0.070451 -0.98 -0.36 -0.86 0.80
N 2.343150 1.508937 -0.595954 0.81 0.18 0.65 -0.81
O 2.020337 -0.699829 -0.280265 1.24 1.21 0.14 -0.74
H 3.808249 -1.707436 1.201445 0.95 0.59 -0.09 0.19
H 4.963385 -0.655428 2.091589 -0.08 -0.23 -0.08 0.22
H 5.386087 -1.218996 0.448422 -0.24 -0.13 0.17 0.21
H 4.484109 1.153496 0.474059 -0.04 -0.46 0.26 0.40
H 1.376213 1.524768 -0.870396 -0.12 0.14 -0.01 0.42
H 2.742010 2.377064 -0.224020 -0.45 -0.64 -0.36 0.40
```
Positions in Å, forces in eV/Å.

Calculated values
ΔE to the lowest compared entry with this formula, charge and spin (kJ/mol): 521.8
Kohn-Sham gap (spin up / spin down) (eV): 7.39 / 5.47
E (eV): -43168.2190
Multiplicity: 5
Expectation value of S²: 6.012
Largest force on an atom (eV/Å): 5.7
LUMO (spin up / spin down) (hartree): -0.0006 / -0.0956

Here is a 4-piece molecular cluster, C9H18Cl6N2O2 overall from the Open Molecules 2025 dataset. Energies are from the ωB97M-V functional and the def2-TZVPD basis.

The geometry in XYZ format:
```
37
Properties=species:S:1:pos:R:3:forces:R:3:nbo_charge:R:1
Cl -8.319257 -4.469956 13.169103 0.09 0.07 -0.05 -0.05
C -9.427828 -4.060812 14.494273 -0.18 0.03 0.24 -0.39
C -9.204076 -4.893572 15.732417 -0.31 -0.26 0.12 -0.38
Cl -9.420580 -6.654150 15.399122 0.06 0.22 0.02 -0.09
H -10.448868 -4.188975 14.139746 0.05 -0.06 -0.12 0.21
H -9.284481 -3.008978 14.737503 0.10 -0.03 0.04 0.23
H -9.975758 -4.659300 16.465396 0.02 0.14 -0.04 0.22
H -8.234279 -4.734202 16.187288 0.17 -0.08 -0.18 0.26
C -9.487049 -6.413572 10.437771 -0.32 -0.02 0.33 0.54
O -8.649396 -6.092439 9.624768 0.14 0.01 -0.16 -0.62
N -10.531301 -5.642091 10.826442 0.05 -0.21 0.15 -0.44
C -11.467908 -6.070979 11.843051 0.24 -0.35 0.14 -0.41
C -10.681051 -4.316099 10.283357 -0.07 0.16 -0.24 -0.42
H -9.485236 -7.387866 10.958518 0.10 0.03 -0.03 0.11
H -12.409552 -6.435480 11.422617 -0.09 0.22 0.02 0.19
H -11.648051 -5.250533 12.534130 -0.19 0.08 -0.10 0.19
H -11.054607 -6.874041 12.459088 0.15 -0.01 -0.23 0.22
H -11.360132 -4.303888 9.423454 0.01 0.02 0.07 0.19
H -11.077483 -3.652636 11.051795 0.01 0.03 0.02 0.19
H -9.711583 -3.949586 9.955478 0.03 -0.02 -0.01 0.24
C -5.646175 -2.659123 15.858471 0.45 0.20 -0.18 0.54
O -6.450911 -3.327493 16.471241 -0.25 -0.07 0.16 -0.65
N -4.568218 -2.041108 16.394551 -0.22 -0.14 -0.16 -0.42
C -3.656235 -1.264150 15.594015 0.09 0.05 0.01 -0.40
C -4.294901 -2.114675 17.804583 0.14 0.18 0.34 -0.42
H -5.704426 -2.495451 14.769600 -0.11 -0.07 -0.01 0.11
H -3.888975 -1.379007 14.537987 -0.06 0.04 -0.02 0.21
H -2.634510 -1.613217 15.758741 0.02 0.03 -0.04 0.20
H -3.706142 -0.205698 15.864111 0.02 0.00 -0.06 0.19
H -3.248979 -2.386456 17.965705 -0.04 -0.11 -0.01 0.20
H -4.450807 -1.142317 18.288625 -0.08 -0.10 -0.05 0.19
H -4.945275 -2.854730 18.258847 -0.03 -0.01 0.01 0.24
C -14.431491 -5.378687 14.424942 -0.22 -0.03 0.28 -0.23
Cl -15.541627 -4.831364 15.694207 0.04 -0.02 0.00 0.05
Cl -12.889478 -5.832715 15.153190 0.04 -0.03 -0.05 0.06
Cl -15.138439 -6.771467 13.607380 0.04 -0.07 -0.06 0.06
Cl -14.201643 -4.072694 13.271771 0.08 0.17 -0.14 0.06
```
Positions in Å, forces in eV/Å.

Calculated values
ΔE to the lowest compared entry with this formula, charge and spin (kJ/mol): 0.0
Kohn-Sham gap (eV): 9.21
E (eV): -91834.7948
Multiplicity: 1
SMILES: ClC(Cl)(Cl)Cl.CN(C)C=O.CN(C)C=O.ClCCCl
Largest force on an atom (eV/Å): 0.5
LUMO (hartree): 0.0075

Here is C9H18F2LiNO13S2 as an isolated structure at a distorted geometry from the Open Molecules 2025 dataset. Energies are from the ωB97M-V functional and the def2-TZVPD basis.

The geometry in XYZ format:
```
46
Properties=species:S:1:pos:R:3:forces:R:3:nbo_charge:R:1
Li 0.027161 -0.233339 0.164612 -0.41 0.73 0.05 0.89
N 1.576472 -1.359211 -0.278867 -2.83 -3.76 -0.29 -1.20
S 3.063024 -1.316970 -0.422581 9.03 4.80 -1.40 2.43
O 3.657378 -1.452240 -1.758986 -1.42 -0.72 2.19 -0.89
O 3.807036 -1.769962 0.728531 -0.66 -0.48 -0.99 -0.90
F 3.197585 0.264475 -0.263191 -0.30 0.59 0.28 -0.53
S 1.517197 -3.041530 -0.437603 -3.84 -4.36 0.35 2.34
O 1.848899 -3.875496 0.726796 -0.04 2.33 -2.31 -0.84
O 1.724904 -3.567017 -1.780980 0.23 1.34 2.26 -0.84
F -0.090216 -3.022206 -0.335320 -0.08 0.15 0.01 -0.52
C 1.965753 1.056165 -3.428046 0.81 -2.01 -1.25 -0.26
O 1.413158 2.232269 -3.003527 -1.72 2.78 2.20 -0.48
C 0.729903 2.298586 -1.845752 -0.27 0.61 0.28 1.03
O 0.555630 1.377104 -1.065736 -0.02 0.89 -0.69 -0.69
O 0.245554 3.589321 -1.690309 1.46 -2.79 -1.62 -0.50
C -0.499882 3.953491 -0.562945 -0.32 1.04 0.43 -0.26
H 2.378595 1.305757 -4.405471 0.08 -0.18 0.04 0.20
H 1.196893 0.299954 -3.586503 0.04 -0.15 0.13 0.17
H 2.766052 0.643017 -2.814115 -0.18 0.20 0.28 0.22
H -1.371888 3.347765 -0.316390 0.33 -0.48 -0.16 0.19
H -0.872448 4.925780 -0.885362 -0.13 0.08 0.39 0.20
H 0.161223 4.109187 0.289585 -0.14 -0.25 0.14 0.19
C -1.949073 2.134580 3.732232 -1.61 -0.17 -0.77 -0.26
O -0.732618 1.517832 4.067278 1.91 -1.57 -0.96 -0.50
C -0.041809 0.680777 3.182084 -1.47 0.76 -1.40 1.03
O -0.371295 0.471004 1.981819 0.91 0.58 3.36 -0.73
O 1.009045 0.200481 3.819016 -1.35 0.14 0.17 -0.47
C 1.969296 -0.590251 3.095716 0.52 0.62 -0.74 -0.26
H -2.184858 2.982512 4.375290 0.95 0.16 -0.01 0.20
H -2.811599 1.496589 3.924859 0.19 -0.64 0.00 0.18
H -2.045656 2.406657 2.681165 0.45 0.15 0.00 0.19
H 1.593888 -1.502423 2.631933 -0.36 0.10 0.29 0.21
H 2.774312 -0.816259 3.794982 -0.28 0.05 -0.06 0.22
H 2.332693 0.079799 2.316558 0.34 -0.34 -0.13 0.20
C -1.038727 -1.272727 -2.955331 1.60 0.66 -0.04 -0.28
O -2.067593 -1.854705 -2.200849 -0.15 1.55 0.53 -0.46
C -2.426018 -1.296111 -1.034352 0.65 -1.03 0.64 1.02
O -1.936472 -0.362734 -0.363426 -0.91 -2.23 -2.06 -0.70
O -3.401355 -2.143164 -0.668939 0.13 0.99 0.76 -0.47
C -3.768529 -2.137378 0.686422 -1.11 0.33 1.76 -0.27
H -1.079361 -1.698624 -3.957854 -0.04 0.18 0.20 0.21
H -0.068809 -1.463268 -2.495906 0.10 -0.73 -0.08 0.20
H -1.000508 -0.183422 -2.948106 -0.95 0.17 -0.27 0.19
H -4.705616 -2.677282 0.822300 0.15 -0.28 -0.54 0.20
H -3.995954 -1.157808 1.106920 0.27 0.38 -0.47 0.19
H -3.051367 -2.578974 1.378348 0.44 -0.19 -0.50 0.19
```
Positions in Å, forces in eV/Å.

Calculated values
ΔE to the lowest compared entry with this formula, charge and spin (kJ/mol): 164.6
Kohn-Sham gap (eV): 10.37
E (eV): -65042.5982
Multiplicity: 1
Largest force on an atom (eV/Å): 10.3
LUMO (hartree): 0.0011